# 1
{"formula": "C24H46N4O2PSV", "method": "the ωB97M-V functional and the def2-TZVPD basis", "total_charge": -1, "gap_ha": [0.1427, 0.2133], "spin_multiplicity": 2, "lumo_energy_ev": [2.65, 2.64], "de_lowest_ev": 0.303, "elements": ["V", "C", "N", "C", "C", "C", "N", "C", "C", "H", "H", "H", "H", "H", "H", "H", "H", "H", "H", "H", "H", "H", "H", "H", "H", "C", "C", "N", "C", "C", "C", "S", "N", "C", "O", "C", "C", "C", "C", "C", "C", "H", "H", "H", "H", "H", "H", "H", "H", "H", "H", "H", "H", "H", "H", "H", "C", "C", "P", "C", "C", "C", "C", "H", "H", "H", "H", "H", "H", "H", "H", "H", "H", "H", "H", "H", "H", "H", "O"], "xyz": [[-0.25, 0.00, -0.19], [-0.06, 2.51, 1.57], [-1.26, 1.75, 1.21], [-1.96, 1.39, 2.45], [-2.14, 2.61, 0.41], [-1.61, 2.80, -1.00], [-1.28, 1.52, -1.63], [-2.54, 0.87, -2.05], [-0.43, 1.71, -2.80], [-0.32, 3.45, 2.08], [0.54, 2.73, 0.69], [0.56, 1.90, 2.23], [-2.22, 2.29, 3.03], [-1.33, 0.74, 3.05], [-2.87, 0.83, 2.21], [-2.23, 3.60, 0.89], [-3.14, 2.18, 0.38], [-0.72, 3.44, -1.00], [-2.37, 3.33, -1.60], [-3.12, 1.56, -2.67], [-3.13, 0.59, -1.17], [-2.31, -0.04, -2.59], [-0.95, 2.30, -3.57], [-0.16, 0.73, -3.20], [0.49, 2.21, -2.50], [-0.85, -4.31, 3.73], [-2.17, -3.81, 3.14], [-2.26, -3.96, 1.70], [-2.83, -5.18, 1.17], [-1.79, -6.17, 0.64], [-1.82, -2.99, 0.80], [-1.12, -1.54, 1.54], [-2.00, -3.27, -0.45], [-1.62, -2.51, -1.53], [-0.99, -1.39, -1.47], [-1.96, -3.05, -2.81], [-2.69, -4.26, -2.98], [-3.01, -4.73, -4.24], [-2.63, -4.03, -5.40], [-1.90, -2.85, -5.25], [-1.57, -2.36, -4.00], [-0.82, -4.11, 4.81], [-0.02, -3.79, 3.26], [-0.73, -5.38, 3.58], [-2.31, -2.77, 3.40], [-3.00, -4.38, 3.57], [-3.52, -4.93, 0.36], [-3.40, -5.65, 1.98], [-1.22, -5.71, -0.16], [-2.28, -7.07, 0.25], [-1.10, -6.48, 1.43], [-2.99, -4.80, -2.10], [-3.57, -5.65, -4.33], [-2.88, -4.41, -6.38], [-1.58, -2.30, -6.13], [-0.99, -1.46, -3.90], [2.94, 1.09, 4.54], [3.69, 0.61, 3.30], [2.56, -0.23, 2.09], [2.20, -1.78, 3.03], [3.35, -2.59, 3.63], [3.80, -0.86, 0.88], [4.29, 0.24, -0.05], [3.60, 1.62, 5.23], [2.49, 0.26, 5.08], [2.13, 1.77, 4.26], [4.51, -0.05, 3.59], [4.15, 1.46, 2.78], [1.62, -2.40, 2.34], [1.47, -1.51, 3.81], [4.07, -2.89, 2.87], [2.97, -3.50, 4.10], [3.88, -2.03, 4.40], [3.30, -1.63, 0.30], [4.64, -1.32, 1.41], [3.44, 0.66, -0.59], [5.00, -0.15, -0.79], [4.81, 1.04, 0.50], [1.22, 0.15, -0.86]]}

---

# 2
{"formula": "C24H47MoOSi4", "method": "the ωB97M-V functional and the def2-TZVPD basis", "total_charge": -1, "gap_ha": [0.1747, 0.1956], "spin_multiplicity": 3, "lumo_energy_ev": [2.68, 2.67], "elements": ["Mo", "C", "C", "C", "H", "C", "C", "H", "H", "H", "H", "C", "C", "C", "H", "C", "C", "H", "H", "H", "H", "O", "C", "C", "C", "C", "C", "H", "H", "H", "H", "H", "H", "H", "H", "H", "H", "C", "Si", "C", "C", "Si", "Si", "C", "C", "C", "Si", "C", "C", "C", "H", "H", "H", "H", "H", "H", "H", "H", "H", "H", "H", "H", "H", "H", "H", "H", "H", "H", "H", "H", "H", "H", "H", "H", "H", "H", "H"], "xyz": [[-0.24, -1.12, 0.87], [-2.49, -0.58, 0.91], [-2.39, -0.98, -0.48], [-2.29, -2.40, -0.53], [-2.51, -0.33, -1.33], [-2.26, -2.89, 0.80], [-2.36, -1.78, 1.71], [-2.47, -1.82, 2.80], [-2.73, 0.41, 1.29], [-2.35, -3.00, -1.44], [-2.28, -3.94, 1.10], [1.92, -1.37, 1.16], [1.24, -1.61, 2.41], [0.40, -2.76, 2.23], [1.39, -1.06, 3.34], [0.58, -3.23, 0.89], [1.50, -2.36, 0.22], [1.87, -2.49, -0.80], [2.70, -0.63, 1.00], [-0.21, -3.22, 3.01], [0.18, -4.15, 0.47], [-0.38, -0.23, -2.70], [0.08, -5.21, -2.89], [-0.25, -4.52, -4.02], [-0.99, -5.73, -1.97], [1.54, -5.38, -2.50], [-0.39, -1.33, -3.25], [-1.29, -4.36, -4.28], [0.52, -4.15, -4.68], [0.52, -1.75, -3.71], [-1.32, -1.93, -3.29], [-1.06, -6.83, -2.03], [-1.98, -5.33, -2.24], [-0.83, -5.47, -0.91], [1.90, -6.37, -2.79], [1.70, -5.27, -1.41], [2.17, -4.64, -3.00], [3.39, 1.95, 1.74], [2.32, 2.18, 0.20], [2.50, 3.98, -0.31], [2.92, 1.08, -1.22], [0.12, 1.45, 0.60], [-0.41, 2.44, 2.68], [0.39, 4.14, 2.88], [-2.28, 2.63, 2.84], [0.22, 1.32, 4.06], [-1.09, 2.81, -0.91], [-0.97, 4.66, -0.52], [-0.34, 2.63, -2.62], [-2.93, 2.41, -0.97], [4.36, 2.42, 1.54], [3.58, 0.90, 1.98], [2.96, 2.43, 2.64], [3.58, 4.18, -0.41], [2.03, 4.20, -1.27], [2.11, 4.68, 0.44], [2.79, 0.01, -1.02], [2.40, 1.31, -2.16], [3.99, 1.28, -1.35], [0.02, 4.88, 2.16], [0.13, 4.49, 3.89], [1.49, 4.11, 2.81], [-2.77, 1.67, 3.00], [-2.46, 3.25, 3.74], [-2.75, 3.14, 1.99], [-0.35, 0.38, 4.10], [1.28, 1.08, 3.96], [0.08, 1.84, 5.01], [0.04, 5.06, -0.65], [-1.62, 5.15, -1.25], [-1.33, 4.91, 0.49], [-0.42, 1.59, -2.95], [-0.93, 3.21, -3.34], [0.71, 2.92, -2.70], [-3.14, 1.55, -1.63], [-3.37, 2.21, 0.01], [-3.44, 3.28, -1.40]]}

---

# 3
{"formula": "C24H48AsF6O24Rb", "method": "the ωB97M-V functional and the def2-TZVPD basis", "total_charge": 0, "gap_ha": 0.3199, "lumo_energy_ev": -1.49, "de_lowest_ev": 6.120, "elements": ["Rb", "As", "F", "F", "F", "F", "F", "F", "C", "O", "C", "O", "O", "C", "H", "H", "H", "H", "H", "H", "C", "O", "C", "O", "O", "C", "H", "H", "H", "H", "H", "H", "C", "O", "C", "O", "O", "C", "H", "H", "H", "H", "H", "H", "C", "O", "C", "O", "O", "C", "H", "H", "H", "H", "H", "H", "C", "O", "C", "O", "O", "C", "H", "H", "H", "H", "H", "H", "C", "O", "C", "O", "O", "C", "H", "H", "H", "H", "H", "H", "C", "O", "C", "O", "O", "C", "H", "H", "H", "H", "H", "H", "C", "O", "C", "O", "O", "C", "H", "H", "H", "H", "H", "H"], "xyz": [[2.70, 2.97, 2.46], [-0.53, 0.97, 0.91], [-0.48, 2.22, 2.16], [1.23, 1.47, 0.44], [-0.63, -0.21, -0.42], [-2.25, 0.56, 1.34], [-1.17, 2.28, -0.17], [0.09, -0.33, 1.89], [1.88, 0.14, 5.39], [1.61, -1.24, 5.70], [1.96, -1.74, 6.95], [2.48, -1.15, 7.86], [1.65, -3.09, 7.00], [2.01, -3.89, 8.09], [1.65, 0.34, 4.35], [2.95, 0.36, 5.42], [1.36, 0.85, 6.02], [2.67, -4.69, 7.76], [1.13, -4.33, 8.56], [2.51, -3.32, 8.88], [-0.16, -2.33, -3.06], [-0.41, -2.74, -4.32], [0.54, -3.21, -5.12], [1.72, -3.42, -4.76], [0.01, -3.44, -6.32], [0.90, -3.68, -7.39], [0.03, -3.17, -2.39], [-1.07, -1.88, -2.65], [0.65, -1.60, -3.01], [1.70, -4.40, -7.23], [1.42, -2.72, -7.46], [0.22, -3.85, -8.22], [-6.60, 7.07, 0.64], [-5.14, 6.92, 0.54], [-4.55, 5.75, 0.39], [-5.16, 4.67, 0.38], [-3.27, 5.94, 0.42], [-2.42, 4.84, 0.37], [-6.77, 7.75, 1.46], [-7.12, 6.19, 1.02], [-7.02, 7.39, -0.32], [-2.45, 4.39, -0.62], [-2.59, 4.12, 1.18], [-1.42, 5.26, 0.46], [2.26, -2.77, 0.29], [3.14, -3.25, 1.33], [3.39, -2.39, 2.40], [3.03, -1.25, 2.55], [4.15, -3.07, 3.33], [4.87, -2.29, 4.32], [2.47, -1.74, -0.01], [1.25, -2.57, 0.66], [2.37, -3.22, -0.69], [5.95, -2.48, 4.35], [4.62, -2.41, 5.38], [4.68, -1.23, 4.21], [2.52, 0.00, -5.97], [2.88, 1.23, -5.33], [2.36, 1.70, -4.16], [2.86, 2.63, -3.58], [1.29, 1.07, -3.75], [0.58, 1.33, -2.60], [3.08, -0.23, -6.87], [1.48, -0.07, -6.29], [2.75, -0.75, -5.21], [-0.27, 0.64, -2.57], [0.15, 2.33, -2.68], [1.18, 1.11, -1.73], [-1.73, -7.26, 2.50], [-0.82, -6.27, 3.11], [-0.37, -5.09, 2.54], [-0.40, -4.78, 1.35], [-0.06, -4.27, 3.56], [-0.01, -2.84, 3.38], [-1.95, -8.08, 3.18], [-1.15, -7.64, 1.67], [-2.63, -6.71, 2.21], [-0.81, -2.52, 2.72], [0.92, -2.48, 2.94], [-0.14, -2.30, 4.32], [-3.93, -2.55, 1.38], [-3.84, -3.02, 0.07], [-3.51, -2.31, -1.03], [-3.27, -2.80, -2.14], [-3.55, -0.91, -0.80], [-3.34, 0.08, -1.85], [-2.93, -2.18, 1.57], [-4.13, -3.38, 2.06], [-4.65, -1.75, 1.55], [-2.40, 0.07, -2.40], [-3.46, 1.09, -1.46], [-4.10, 0.02, -2.64], [0.54, 5.30, -1.61], [1.02, 5.87, -2.92], [1.93, 6.79, -2.95], [2.68, 7.20, -2.06], [2.01, 7.40, -4.16], [1.54, 6.57, -5.29], [0.13, 5.99, -0.88], [1.41, 4.89, -1.11], [-0.06, 4.42, -1.83], [0.60, 6.02, -5.24], [2.28, 5.83, -5.61], [1.34, 7.28, -6.10]]}